{
  "formula": "C30H56F3N2O7S3",
  "method": "ωB97M-V with the def2-TZVPD basis set",
  "total_charge": 1,
  "orbital_gap_ev": 8.26,
  "lumo_ev": -2.35,
  "homo_ha": -0.3899,
  "total_energy_ha": -3306.5648,
  "species": ["C", "C", "C", "C", "N", "C", "C", "C", "C", "N", "C", "C", "C", "O", "C", "C", "C", "C", "C", "C", "C", "C", "S", "O", "O", "O", "C", "C", "C", "O", "C", "S", "S", "C", "C", "C", "H", "H", "H", "H", "H", "H", "H", "H", "H", "H", "H", "H", "H", "H", "H", "H", "H", "H", "H", "H", "H", "H", "H", "H", "H", "H", "H", "H", "H", "H", "H", "H", "H", "H", "H", "H", "H", "H", "H", "H", "H", "H", "H", "H", "H", "H", "H", "H", "H", "H", "H", "C", "C", "O", "C", "O", "C", "F", "F", "F", "H", "H", "H", "H", "H"],
  "coordinates": [[-0.5088, -3.3549, 3.6690], [-1.2581, -2.1346, 2.8912], [-2.1750, -1.3840, 3.9687], [-3.4777, -0.6709, 3.3737], [-3.2067, 0.3481, 2.3169], [-2.2791, 1.4141, 2.7717], [-2.1142, 2.6363, 1.7539], [-1.2335, 3.8263, 2.4119], [0.1776, 3.3017, 2.9922], [1.0684, 2.6754, 1.9564], [1.0523, 3.4837, 0.6941], [2.3441, 3.3001, -0.2375], [2.7897, 1.7378, -0.1854], [1.8338, 0.8561, -0.7955], [1.7899, 0.9882, -2.2375], [2.6903, -0.0577, -3.0420], [4.2744, 0.2111, -2.9567], [3.1008, 1.3623, 1.3762], [2.6876, -0.1492, 1.6819], [3.5323, -1.2323, 0.8073], [2.6456, -2.5241, 0.4661], [3.4821, -3.8942, 0.4014], [3.2313, -4.9588, 1.9249], [3.1327, -4.1101, 3.1627], [4.3478, -5.9752, 2.0453], [1.7810, -5.8191, 1.8218], [2.4848, 2.4371, 2.4072], [2.5746, 1.9437, 3.9561], [4.0560, 1.4634, 4.3535], [4.1988, 0.7462, 5.3725], [-4.5429, 0.8890, 1.9592], [-5.2931, 2.0388, 2.9584], [-5.4598, 0.4066, 0.4357], [-7.2478, 0.9009, 0.5906], [-8.2470, -0.1648, -0.1106], [-8.3190, 0.0415, -1.7094], [-0.2086, -2.9926, 4.7208], [-1.2342, -4.2201, 3.8124], [0.4365, -3.6358, 3.0911], [-0.4294, -1.4310, 2.5448], [-1.8318, -2.5358, 1.9957], [-1.5941, -0.6020, 4.5675], [-2.5234, -2.1756, 4.7196], [-4.2353, -1.4577, 3.0098], [-3.9977, -0.1446, 4.2585], [-2.5323, 1.7334, 3.8476], [-1.2361, 0.9177, 2.8446], [-3.0886, 3.1171, 1.4204], [-1.6091, 2.2239, 0.8073], [-1.1502, 4.7465, 1.7511], [-1.8357, 4.1598, 3.3388], [-0.0979, 2.5894, 3.8534], [0.7555, 4.1919, 3.4400], [0.6875, 1.7283, 1.7287], [1.0008, 4.6029, 0.9616], [0.1408, 3.2175, 0.0432], [3.1939, 3.9318, 0.2134], [2.1747, 3.6860, -1.2920], [3.8229, 1.7129, -0.6978], [2.0339, 2.0268, -2.6364], [0.6965, 0.7837, -2.5446], [2.4110, 0.0718, -4.1554], [2.3983, -1.1456, -2.7988], [4.7019, -0.4092, -2.0970], [4.8455, -0.1145, -3.8951], [4.4566, 1.3149, -2.7482], [4.2445, 1.4250, 1.5178], [1.5826, -0.3714, 1.4220], [2.8179, -0.4752, 2.7667], [4.3677, -1.5987, 1.5151], [4.0588, -0.7663, -0.0862], [2.0370, -2.3463, -0.4907], [1.9091, -2.6480, 1.3471], [4.6048, -3.7389, 0.2336], [3.0437, -4.5095, -0.4690], [1.7928, -6.5496, 2.4843], [3.0989, 3.4129, 2.3870], [1.7942, 1.1245, 4.1639], [2.3492, 2.8577, 4.6118], [4.9980, 1.7713, 3.7862], [-7.4692, 1.9279, 0.1151], [-7.5617, 0.9751, 1.6818], [-9.2986, 0.0542, 0.2946], [-7.9942, -1.2348, 0.2012], [-9.2897, 0.6256, -1.9175], [-7.4576, 0.6820, -2.0838], [-8.4318, -0.9512, -2.2776], [0.7064, -2.6590, -9.1389], [1.1637, -1.2304, -8.9204], [0.2202, -0.5113, -8.1078], [0.3044, -0.7224, -6.7819], [1.0987, -1.4613, -6.2604], [-0.7158, 0.1350, -6.0383], [-1.9364, 0.0915, -6.6049], [-0.3518, 1.4344, -6.0103], [-0.8769, -0.2453, -4.7571], [-0.3034, -2.6789, -9.5563], [1.3820, -3.1796, -9.8202], [0.6724, -3.2121, -8.1978], [1.2110, -0.7095, -9.8790], [2.1636, -1.1878, -8.4812]],
  "forces_ev_per_angstrom": [[-0.2, 1.0, -0.2], [0.7, -0.4, 1.4], [-0.5, -0.1, -0.6], [-0.2, -0.9, 1.6], [-1.7, 0.3, -0.9], [0.9, 0.2, 0.4], [0.5, 0.3, -0.1], [-0.5, -0.8, 0.8], [-1.6, 1.6, 1.3], [-0.3, -0.4, 0.0], [0.0, 1.8, -2.7], [0.4, -0.8, 1.3], [1.5, 1.5, 0.3], [0.9, 1.2, 0.1], [-0.7, -0.9, -1.8], [0.1, 0.2, -0.9], [-0.3, -0.6, 0.6], [0.4, -0.4, 0.0], [-0.5, -1.0, -0.7], [0.5, -0.3, 1.3], [-0.2, 0.3, 0.8], [-1.5, 0.1, -1.5], [3.0, -2.0, 4.9], [-0.4, -1.2, -3.6], [-3.2, 2.7, -1.4], [1.5, 1.3, -0.6], [1.9, -0.9, 0.9], [0.0, 0.5, -0.9], [-0.4, -2.1, 3.1], [-0.5, 2.5, -3.6], [-1.5, 1.9, 0.9], [1.1, -1.4, -1.1], [0.9, -0.4, 1.0], [-1.8, 0.3, 0.4], [0.2, 0.3, -0.2], [-1.0, 0.0, 0.4], [-0.3, -0.5, -1.6], [1.1, 1.0, -0.3], [-1.4, 0.0, 1.0], [-1.2, -0.8, 0.1], [0.6, 0.7, 1.2], [-0.5, -1.2, -0.8], [0.3, 1.2, -1.0], [1.3, 1.2, 0.2], [0.7, -0.6, -1.2], [0.2, 0.0, -1.5], [-1.6, 0.5, -0.1], [1.1, -0.9, 0.6], [-0.7, 0.6, 1.3], [0.0, -1.4, 0.7], [1.1, -0.4, -1.3], [0.9, 0.8, -1.5], [-0.8, -1.4, -0.8], [0.2, 0.7, 0.1], [-0.1, -1.9, -0.2], [1.3, 0.3, 1.5], [-1.1, -1.0, -0.8], [-0.1, -0.6, 1.5], [-1.7, -0.3, 0.5], [-0.2, -1.1, 0.9], [1.6, 0.3, 0.6], [0.2, -0.1, 1.7], [0.6, 1.7, -0.2], [-0.4, 1.0, -1.1], [-1.0, 0.6, 1.3], [-0.1, -1.4, -0.4], [-1.7, 0.0, -0.3], [1.5, 0.7, 0.4], [-0.1, 0.8, -1.3], [-1.1, 0.6, -1.1], [-1.0, -0.6, 1.0], [1.0, -0.4, 1.4], [1.0, 0.3, -1.4], [-1.6, -0.6, 0.7], [0.9, 0.7, 1.4], [0.5, 0.7, -0.4], [-1.3, -1.3, -0.3], [1.5, 1.1, -0.1], [0.3, -1.4, -0.8], [-1.3, -0.1, 0.3], [0.8, -1.5, 0.7], [0.8, -0.1, -1.3], [1.6, -0.3, -0.4], [-0.2, 1.5, -0.5], [1.6, -0.8, 0.2], [-1.0, -1.1, 0.3], [0.5, 1.6, 0.9], [-0.2, -0.1, 0.3], [0.4, -0.5, -0.6], [-0.3, 0.4, 1.2], [1.1, -0.8, -1.4], [-0.7, 0.6, 0.3], [-1.5, 0.9, 0.8], [0.6, -0.2, 0.0], [0.3, -0.4, -0.2], [0.5, -0.2, -0.5], [0.1, 0.1, -0.1], [0.0, 0.1, 0.0], [0.1, 0.0, -0.1], [-0.2, 0.2, 0.3], [-0.2, 0.0, 0.2]],
  "mulliken_charge": [-0.91, 0.61, -0.73, -0.86, 0.26, -0.54, -0.09, -0.85, -0.84, 0.64, -0.49, -0.99, -0.17, -0.12, -0.36, 0.02, -0.92, -0.01, -0.50, -0.47, 0.29, -0.83, 1.07, -0.55, -0.61, -0.47, -0.62, -0.47, -0.23, -0.46, -0.08, -0.20, -0.02, -0.62, -0.43, -0.92, 0.30, 0.36, 0.10, -0.58, 0.33, 0.26, 0.48, 0.38, 0.45, 0.34, -0.37, 0.64, 0.01, 0.38, 0.43, 0.38, 0.38, 0.19, 0.39, 0.26, 0.40, 0.36, 0.15, 0.22, 0.11, 0.16, 0.17, 0.15, 0.36, 0.20, 0.58, -0.18, 0.53, 0.46, -0.08, 0.28, -0.33, 0.40, 0.41, 0.35, 0.35, 0.25, 0.57, 0.32, 0.31, 0.37, 0.31, 0.30, 0.28, 0.27, 0.27, -1.09, -0.20, -0.31, 0.33, -0.51, 0.95, -0.25, -0.27, -0.24, 0.30, 0.37, 0.31, 0.32, 0.30]
}